The following is a DFT calculation (ωB97M-V with the def2-TZVPD basis set) of C21H26BiBr2N2OSb as an isolated structure in a non-equilibrium geometry.

## Properties
**LUMO energy (spin up / spin down)**: -7.599 / -8.728 eV
**DFT total energy**: -179672.104 eV
**Largest force on an atom**: 2.46 eV/A
**E_HOMO (spin up / spin down)**: -13.85 / -13.07 eV
**Charge**: +2

Geometry (Å):
N 1.75676 2.32059 -0.19681
Bi 1.14672 -0.07684 -0.76685
H -4.52510 -0.07804 1.57841
H -4.55072 -1.42941 -2.80246
H -0.66228 4.13047 -1.52972
C 2.94413 2.39061 0.52108
N 1.51115 -2.47599 -0.71384
Br 6.23523 -0.04681 1.18777
Sb -2.13840 -0.44005 0.39055
C 4.78114 3.73584 1.37696
C 1.46492 -4.67981 -1.55422
H -2.79133 0.25606 -2.07542
C 3.70809 1.16018 0.65690
Br 5.73647 5.34498 1.72164
H -3.36827 1.10416 2.25865
H -2.13442 -3.21697 0.06383
C -2.87863 -0.73304 -1.59874
H -4.02506 -2.42311 2.39754
H -4.63915 -2.70308 0.76488
C -4.33145 1.79981 0.41739
H -1.63385 -2.72723 1.73624
H 2.56178 -6.11532 -0.44524
O 3.32203 -0.00569 0.24917
H -5.08219 -0.53943 -1.30563
C 2.29245 -5.08193 -0.50396
H -5.24938 1.60213 -0.15612
C 5.02518 1.33542 1.16861
C 3.47381 3.67013 0.86661
H 0.25918 2.88182 -2.35914
C 2.34442 -2.82072 0.30190
C 2.70749 4.81577 0.59286
C 1.09882 -3.34198 -1.61786
H 0.43912 -3.02449 -2.40564
H 1.03832 -5.35980 -2.30794
H -2.19363 -1.43890 -2.06275
C 5.55551 2.60044 1.50495
C 2.81351 -4.12511 0.37866
H -4.41931 -2.21147 -1.21012
C -3.81473 -2.93902 1.46289
H -3.61779 2.01032 -0.40082
H 6.56538 2.65618 1.87356
H 2.70175 -2.06144 0.99511
H 3.12236 5.79593 0.82399
C -4.33295 -1.24796 -1.73721
H -0.76910 2.39509 -0.97754
H -4.46992 2.74447 0.97902
C -3.81136 0.71412 1.34559
C -2.39810 -2.55985 0.92841
C 1.57950 4.67378 -0.18812
C 1.07688 3.39052 -0.53010
H -3.79834 -4.01415 1.56512
C -0.12541 3.19436 -1.39196
H 0.96985 5.54964 -0.42878
H 3.52889 -4.35515 1.15873

natural (NBO) population analysis, charges in e, atoms 1 to 8: number 1, N, carries -0.532; number 2, Bi, carries 1.244; number 3, H, carries 0.240; number 4, H, carries 0.236; number 5, H, carries 0.259; number 6, C, carries 0.190; number 7, N, carries -0.567; number 8, Br, carries 0.239



The following is a DFT calculation (ωB97M-V with the def2-TZVPD basis set) of one molecule with the formula C21H26Cl2N6O3 in a non-equilibrium geometry.

## Properties
**LUMO energy**: 0.430 eV
**Energy relative to the best compared isomer or geometry (same formula, charge and spin)**: 6.6 kJ/mol
**DFT total energy**: -62328.935 eV
**Largest force on an atom**: 1.45 eV/A
**E_HOMO**: -7.93 eV
**Structure (SMILES)**: Cn1c(NCCCN2CCOCC2)nc2c1c(=O)n(Cc1ccc(Cl)c(Cl)c1)c(=O)n2C
**Charge**: 0

Geometry (Å):
H -5.59184 0.96517 -2.10537
N 0.29191 1.60592 0.80944
C 4.12796 -2.54744 0.22501
H -0.53219 1.52270 3.48423
H 4.68303 -3.69360 -1.51252
N 4.99170 -1.42310 -0.09854
H -0.68651 -0.16543 2.96263
C -6.62108 -2.04311 -0.96667
C 4.69075 -3.81479 -0.41853
H -0.10135 2.11318 -3.20296
N 1.84111 2.30228 -0.84725
C -0.57831 2.80682 -2.50556
C -1.22992 0.76454 3.13101
H -2.02521 0.60745 3.85657
C -6.47127 -1.82179 0.39921
O -3.57173 2.44907 -1.59337
H 6.89938 -2.83939 -1.35446
H -5.42171 2.53104 -0.24646
H 7.82930 -3.25276 0.11828
O -3.93692 0.93681 2.69425
H 4.20171 -0.21817 1.46646
H 3.12903 -2.36143 -0.16979
C 2.97234 1.79716 -0.09996
C 6.84225 -2.98985 -0.26569
H -6.42032 -1.21795 -2.92284
C -6.30519 -1.03625 -1.86597
H 4.09204 -4.68492 -0.14430
C 0.58502 2.04641 -0.40937
O 6.00079 -4.08042 0.02145
C -5.70851 0.41519 -0.04269
N -1.83736 1.20937 1.89642
H -1.62996 2.90936 -2.76910
C -1.05767 1.58477 0.84900
H 3.83277 2.43149 -0.32842
Cl -6.85236 -3.06671 1.52853
H 4.05728 -2.69516 1.31771
H 3.53194 0.22564 -1.47817
C -3.20916 1.25487 1.77616
H -0.09062 3.78152 -2.57487
H -5.57523 1.95538 1.44928
H 2.71979 1.89782 0.95626
C 4.48280 -0.15803 0.40082
C -6.01559 -0.59638 0.85715
C -1.60298 2.00908 -0.35078
H 2.40384 -0.26172 -0.20218
C -3.00201 2.08694 -0.57583
C 6.33321 -1.70470 0.38698
C -5.84982 0.18531 -1.40566
N -0.51442 2.30304 -1.16158
N -3.71950 1.69448 0.56423
H -5.88731 -0.43192 1.91581
H 5.29050 0.57390 0.30930
H 6.34964 -1.82605 1.48471
H 1.95715 2.33504 -1.84981
C -5.17862 1.73296 0.45765
H 6.99088 -0.87627 0.11510
Cl -7.19420 -3.56196 -1.54650
C 3.29074 0.33460 -0.41850

natural (NBO) population analysis, charges in e, atoms 1 to 8: number 1, H, carries 0.238; number 2, N, carries -0.563; number 3, C, carries -0.256; number 4, H, carries 0.212; number 5, H, carries 0.165; number 6, N, carries -0.440; number 7, H, carries 0.207; number 8, C, carries -0.072



The following is a DFT calculation (ωB97M-V with the def2-TZVPD basis set) of C21H26F3IrN8O2 as an isolated structure in a non-equilibrium geometry.

## Properties
**LUMO energy**: -6.344 eV
**Energy relative to the best compared isomer or geometry (same formula, charge and spin)**: 190.6 kJ/mol
**DFT total energy**: -49195.320 eV
**Largest force on an atom**: 1.67 eV/A
**E_HOMO**: -14.89 eV
**Charge**: +2

Geometry (Å):
H 3.41130 1.40869 -1.04588
C 2.40981 3.08589 -0.42652
N 2.60625 4.36208 -0.15587
H -4.35100 3.52402 -1.16950
H -4.26796 1.10166 -1.78949
C 1.53967 5.08598 0.18008
H -4.16126 -3.84219 -1.05287
C 0.41417 -4.35984 -0.08019
H -2.32826 -2.00919 -1.97367
H -2.55985 -1.50110 2.03263
C -0.07052 -3.69320 1.02909
C -3.05487 -1.51510 1.06062
H -0.34364 -1.77833 1.94014
H -0.56401 -4.22280 1.83113
N 3.44846 2.39741 -0.90186
C 4.50803 -0.94923 1.42725
C 2.28673 -1.50370 -1.61414
C -1.16073 2.76386 -0.41661
H -2.19695 -0.16816 -1.37373
F 1.04633 1.89517 2.36155
C 0.15508 3.36584 -0.14740
C 3.45171 -0.72757 0.40113
C -2.24649 0.87874 -1.15536
H 0.29389 -5.43029 -0.18228
C -3.44773 2.94391 -1.03949
C 0.05711 -2.31350 1.10102
H 5.41103 -1.38665 1.00631
N -1.14286 1.42734 -0.64628
C 1.25111 -2.27378 -0.85532
H 2.63931 6.71485 0.65261
C 1.10133 -3.63065 -1.04245
N 3.45586 -1.44438 -0.72349
H -3.61958 -0.58331 0.95152
H 1.55874 -4.11592 -1.89383
H 1.93907 -0.49869 -1.87838
H -2.22050 4.59605 -0.35091
C -2.45232 -2.48810 -0.99761
C 0.25705 0.92579 1.88201
F -1.01139 1.30165 2.09660
H 4.14251 -2.18136 -0.79749
N 1.71148 6.32988 0.58978
N 0.67951 -1.58839 0.16328
O -2.03544 -1.56765 0.03635
H -4.58224 -2.13349 -1.14753
O 2.57406 0.13854 0.57950
H -4.94308 -2.59202 1.22487
H -1.80371 -3.36507 -0.97468
H 4.10319 -1.63402 2.17629
C -3.93840 -2.72750 0.83032
C -3.89784 -2.85071 -0.69039
H 2.60456 -1.98463 -2.53511
H 0.91290 6.89851 0.81572
N 1.18229 2.49070 -0.29983
N 0.25677 4.63318 0.08467
H -3.50576 -3.61255 1.30033
C -2.28461 3.54045 -0.57068
Ir 0.64548 0.54721 -0.04244
C -3.40786 1.60523 -1.37163
H 4.73725 -0.00954 1.92350
F 0.47817 -0.16150 2.63598
H 4.32864 2.88144 -0.97140

natural (NBO) population analysis, charges in e, atoms 1 to 8: number 1, H, carries 0.398; number 2, C, carries 0.637; number 3, N, carries -0.547; number 4, H, carries 0.253; number 5, H, carries 0.251; number 6, C, carries 0.619; number 7, H, carries 0.242; number 8, C, carries -0.126



Please write out number 1 again, unchanged.
The following is a DFT calculation (ωB97M-V with the def2-TZVPD basis set) of C21H26BiBr2N2OSb as an isolated structure in a non-equilibrium geometry.

## Properties
**LUMO energy (spin up / spin down)**: -7.599 / -8.728 eV
**DFT total energy**: -179672.104 eV
**Largest force on an atom**: 2.46 eV/A
**E_HOMO (spin up / spin down)**: -13.85 / -13.07 eV
**Charge**: +2

Geometry (Å):
N 1.75676 2.32059 -0.19681
Bi 1.14672 -0.07684 -0.76685
H -4.52510 -0.07804 1.57841
H -4.55072 -1.42941 -2.80246
H -0.66228 4.13047 -1.52972
C 2.94413 2.39061 0.52108
N 1.51115 -2.47599 -0.71384
Br 6.23523 -0.04681 1.18777
Sb -2.13840 -0.44005 0.39055
C 4.78114 3.73584 1.37696
C 1.46492 -4.67981 -1.55422
H -2.79133 0.25606 -2.07542
C 3.70809 1.16018 0.65690
Br 5.73647 5.34498 1.72164
H -3.36827 1.10416 2.25865
H -2.13442 -3.21697 0.06383
C -2.87863 -0.73304 -1.59874
H -4.02506 -2.42311 2.39754
H -4.63915 -2.70308 0.76488
C -4.33145 1.79981 0.41739
H -1.63385 -2.72723 1.73624
H 2.56178 -6.11532 -0.44524
O 3.32203 -0.00569 0.24917
H -5.08219 -0.53943 -1.30563
C 2.29245 -5.08193 -0.50396
H -5.24938 1.60213 -0.15612
C 5.02518 1.33542 1.16861
C 3.47381 3.67013 0.86661
H 0.25918 2.88182 -2.35914
C 2.34442 -2.82072 0.30190
C 2.70749 4.81577 0.59286
C 1.09882 -3.34198 -1.61786
H 0.43912 -3.02449 -2.40564
H 1.03832 -5.35980 -2.30794
H -2.19363 -1.43890 -2.06275
C 5.55551 2.60044 1.50495
C 2.81351 -4.12511 0.37866
H -4.41931 -2.21147 -1.21012
C -3.81473 -2.93902 1.46289
H -3.61779 2.01032 -0.40082
H 6.56538 2.65618 1.87356
H 2.70175 -2.06144 0.99511
H 3.12236 5.79593 0.82399
C -4.33295 -1.24796 -1.73721
H -0.76910 2.39509 -0.97754
H -4.46992 2.74447 0.97902
C -3.81136 0.71412 1.34559
C -2.39810 -2.55985 0.92841
C 1.57950 4.67378 -0.18812
C 1.07688 3.39052 -0.53010
H -3.79834 -4.01415 1.56512
C -0.12541 3.19436 -1.39196
H 0.96985 5.54964 -0.42878
H 3.52889 -4.35515 1.15873

natural (NBO) population analysis, charges in e, atoms 1 to 8: number 1, N, carries -0.532; number 2, Bi, carries 1.244; number 3, H, carries 0.240; number 4, H, carries 0.236; number 5, H, carries 0.259; number 6, C, carries 0.190; number 7, N, carries -0.567; number 8, Br, carries 0.239



Which value of largest force on an atom does entry 1 give? 2.46 eV/A



What is the charge in the first record? +2